No. 1
2
Properties=species:S:1:pos:R:3 method="wB97M-V/def2-TZVPD" homo_ev="-8.726 / -10.855" multiplicity=2 energy_ev=-60940.0912 max_force_ev_per_a=0.4 de_lowest_kcal_mol=0.00
Zn 0.3240 0.8012 0.6783
Cl -0.3240 -0.8012 -0.6783

***

No. 2
14
Properties=species:S:1:pos:R:3 method="wB97M-V/def2-TZVPD" homo_ev=-8.943 energy_ev=-7256.0446 max_force_ev_per_a=3.8 de_lowest_kcal_mol=42.22
C 1.4470 0.2313 0.4132
C -0.9730 0.1494 0.5221
C 1.6439 0.3318 -1.0843
C -1.6954 -1.0874 0.3527
N -1.5047 1.2956 0.5178
N 0.3001 0.1197 0.8992
H 2.2778 0.1697 1.0351
H 1.1117 1.1094 -1.5714
H 1.0902 -0.4661 -1.4696
H 2.7926 0.3174 -1.3468
H -1.1314 -1.8726 0.8482
H -1.8549 -1.3995 -0.6665
H -2.7119 -0.9003 0.9866
H -0.7919 2.0018 0.5637

***

No. 3
16
Properties=species:S:1:pos:R:3 method="wB97M-V/def2-TZVPD" homo_ev=-8.993 energy_ev=-6380.6389 smiles="CC1=CC1.C=C" max_force_ev_per_a=1.1 de_lowest_kcal_mol=74.27
C -0.8249 -1.2580 0.2387
C 0.4192 -1.6074 0.1099
C -0.3267 -2.2550 1.2438
C -2.0053 -0.4950 -0.1755
C 0.9278 2.3032 -0.8986
C 2.0958 2.1271 -0.3170
H -0.1287 -1.9412 2.2653
H -0.6251 -3.2965 1.1668
H -2.2173 0.2868 0.5561
H -2.8777 -1.1462 -0.2307
H -1.8413 -0.0307 -1.1471
H 0.3744 3.2222 -0.7943
H 0.4746 1.5381 -1.5066
H 1.3565 -1.5505 -0.3877
H 2.6516 1.2106 -0.4168
H 2.5470 2.8925 0.2938

***

No. 4
44
Properties=species:S:1:pos:R:3 method="wB97M-V/def2-TZVPD" homo_ev=-12.823 charge=+2 energy_ev=-32506.6586 max_force_ev_per_a=3.3 de_lowest_kcal_mol=0.00
Pb -27.1660 26.9970 24.1027
O -28.5230 31.4851 24.9268
H -28.3663 30.5520 24.6323
H -29.3760 31.8494 24.5808
H -27.7944 32.0438 24.5023
F -28.1803 29.2150 23.7025
C -31.9105 30.9104 23.2490
O -31.0522 32.0171 23.4795
C -31.0255 33.0151 22.4646
C -30.1759 34.1708 22.9013
N -28.7976 33.7880 23.1720
C -27.9607 34.6917 23.9529
C -26.5037 34.2159 24.0016
O -26.4022 32.8988 24.6299
C -25.0493 32.5703 24.4607
H -32.9499 31.0178 22.9336
H -31.9379 30.4709 24.2473
H -31.4393 30.2637 22.5040
H -31.9853 33.3937 22.1106
H -30.5137 32.6188 21.5784
H -30.4624 34.5921 23.8701
H -30.2723 34.9624 22.1510
H -28.2778 33.5813 22.3242
H -28.3132 34.7972 24.9805
H -28.0059 35.6643 23.4519
H -26.0101 35.0280 24.5402
H -26.0438 34.2589 23.0112
H -24.7135 32.2811 23.4581
H -24.7185 31.7259 25.0738
H -24.2543 33.2676 24.7432
C -25.8308 31.9291 20.5422
C -26.6613 31.1348 21.2935
C -27.7408 30.5146 20.5734
C -27.8500 30.5459 19.2064
C -26.9224 31.2681 18.4786
C -25.9312 32.0058 19.1425
O -25.0922 32.7977 18.4458
O -28.6299 29.7402 21.2073
H -24.9616 32.4025 20.9827
H -26.4356 30.9866 22.3395
H -28.7570 30.1988 18.7319
H -27.0201 31.3524 17.4039
H -25.4351 32.9214 17.5528
H -28.4943 29.6565 22.1717

***

No. 5
95
Properties=species:S:1:pos:R:3 method="wB97M-V/def2-TZVPD" homo_ev=-10.894 energy_ev=-159927.2456 smiles="CCOS(C)(=O)=O.CCOS(C)(=O)=O.CCOS(C)(=O)=O.CCOS(C)(=O)=O.CCOS(C)(=O)=O.CCOS(C)(=O)=O.ClC(Cl)Cl" max_force_ev_per_a=3.2 de_lowest_kcal_mol=3.71
O 9.0421 0.3906 -2.4937
S 8.5058 0.6275 -1.1895
O 7.7632 1.8248 -0.9111
O 7.6572 -0.6741 -0.7877
C 6.1777 -0.5382 -0.5270
C 5.6965 -1.9274 -0.1428
C 9.8418 0.4978 -0.0156
H 5.8634 -0.1391 -1.5093
H 6.0325 0.1662 0.2680
H 6.2434 -2.2073 0.7702
H 5.8799 -2.6719 -0.9879
H 4.6364 -1.7181 0.1636
H 10.5576 1.3209 -0.1751
H 10.3315 -0.4609 -0.1510
H 9.3494 0.6562 0.9159
O -5.5570 0.6769 4.7632
S -4.4089 1.4236 4.3188
O -4.1356 2.7499 4.8063
O -3.1086 0.4945 4.5935
C -3.3007 -0.9928 4.4401
C -3.2944 -1.6047 5.8033
C -4.1793 1.3363 2.5049
H -2.5065 -1.3380 3.7791
H -4.2543 -1.0912 3.9419
H -2.3467 -1.3263 6.3512
H -3.1979 -2.7183 5.7069
H -4.1868 -1.3189 6.3205
H -4.4023 0.3346 2.2641
H -3.2006 1.7807 2.2588
H -4.9587 2.0084 2.1281
O -3.5121 -1.0403 -0.2636
S -4.8135 -0.6267 -0.7429
O -5.7679 -0.2044 0.2356
O -4.5348 0.5807 -1.7528
C -3.1776 1.0919 -1.8225
C -3.0495 2.2457 -0.8607
C -5.5047 -1.8692 -1.8435
H -3.2284 1.5849 -2.8591
H -2.3910 0.2861 -1.7225
H -2.0351 2.6911 -0.7492
H -3.4117 1.9034 0.1115
H -3.7575 3.0374 -1.2292
H -4.7262 -2.2745 -2.4923
H -6.2326 -1.5014 -2.5326
H -5.9513 -2.6872 -1.2035
O -1.1964 2.6805 2.0639
S -0.3873 3.4750 2.9469
O 1.0466 3.2510 2.9105
O -0.5698 4.9708 2.6109
C -1.8835 5.4627 2.2995
C -2.2105 5.2814 0.8790
C -0.8966 3.4674 4.6118
H -1.8375 6.5151 2.4730
H -2.5709 5.0217 3.0167
H -3.1759 5.6778 0.6757
H -2.1592 4.2693 0.4490
H -1.4805 5.8130 0.2785
H -0.4027 4.3509 5.0446
H -0.4866 2.5450 4.9555
H -1.9769 3.5260 4.5707
O 1.5181 -0.7623 -2.4668
S 1.0616 0.1332 -1.4211
O -0.0991 0.9736 -1.6618
O 0.8298 -0.7361 -0.1234
C 0.3987 -0.0938 1.0774
C -0.4172 -1.1371 1.7438
C 2.4127 1.2590 -0.9762
H -0.0510 0.8651 0.8240
H 1.1851 0.2754 1.7446
H -0.7755 -0.7170 2.7314
H 0.2954 -1.9365 1.9816
H -1.2130 -1.5757 1.1543
H 2.5624 1.8808 -1.8644
H 3.2769 0.6344 -0.8543
H 2.1671 1.7925 -0.0460
O -2.6661 -2.9728 -3.2531
S -1.7487 -4.0730 -2.9663
O -2.2545 -5.4653 -2.9557
O -0.5688 -3.9405 -4.0305
C 0.2586 -5.0853 -4.3406
C 1.0309 -4.6541 -5.6428
C -1.0341 -3.8619 -1.2902
H -0.4041 -5.9160 -4.5634
H 0.8897 -5.2793 -3.4691
H 1.6698 -5.5207 -5.9709
H 1.7252 -3.8336 -5.3424
H 0.3679 -4.3169 -6.3965
H -0.5030 -2.9111 -1.2825
H -0.5119 -4.7495 -1.0855
H -1.9019 -3.8019 -0.6569
C 3.5942 -0.0518 -5.1945
Cl 4.4050 0.0193 -6.7662
Cl 2.6080 1.5019 -4.8268
Cl 4.7478 -0.1957 -3.9392
H 2.8855 -0.8341 -5.1367

***

No. 6
14
Properties=species:S:1:pos:R:3 method="wB97M-V/def2-TZVPD" homo_ev=-9.794 energy_ev=-8835.4016 max_force_ev_per_a=0.7 de_lowest_kcal_mol=18.48
O 1.5085 -1.7440 -1.9466
C 1.4803 -1.3834 -0.8266
C -1.5074 -0.0685 -0.6894
C -0.6891 1.1046 -0.2349
C 0.3516 1.0698 0.5970
C 0.8922 -0.1831 1.2525
N 1.5429 -1.1057 0.3431
H -2.5739 0.1087 -0.5100
H -1.3844 -0.2253 -1.7681
H -0.9785 2.0711 -0.6473
H 0.8685 1.9978 0.8323
H 0.0907 -0.7283 1.7656
H 1.6261 0.0844 2.0166
H -1.2273 -0.9979 -0.1842